Computed, not measured: the ion C2H6NOS2 with charge -1 in a non-equilibrium geometry, with ωB97M-V/def2-TZVPD.

The geometry in XYZ format:
```
12
Properties=species:S:1:pos:R:3
S 2.65310 -0.02060 0.84840
S 1.84267 -0.29985 -0.94269
O -0.36842 -1.42582 1.14125
N 0.50021 0.76769 -1.15595
C -1.13903 -0.73162 0.14322
C -0.47665 0.72427 -0.06270
H -0.12955 0.96320 1.04499
H 0.99230 1.63546 -1.17215
H -2.11788 -0.56397 0.52064
H -1.05478 -1.23865 -0.78275
H -1.24754 1.34042 -0.38656
H 0.54557 -1.15053 0.80431
```

Values from the calculation:
ΔE to the lowest compared entry with this formula, charge and spin: 0.00 kcal per mole
maximum force: 3.45 eV Å⁻¹
E_HOMO: -2.4 eV
charge: -1
LUMO level: 3.87 eV

Here is what Mulliken gives for the atomic charges, in e:
1 S -0.613
2 S -0.191
3 O -0.518
4 N -0.476
5 C -0.418
6 C -0.839
7 H 0.330
8 H 0.284
9 H 0.347
10 H 0.285
11 H 0.537
12 H 0.272



Computed, not measured: an isolated molecule of C6H10O, with ωB97M-V/def2-TZVPD.

The geometry in XYZ format:
```
17
Properties=species:S:1:pos:R:3
O 1.44601 -1.07881 -0.96228
C 0.54531 1.60422 -0.10757
C -1.69302 -1.48804 0.18382
C 2.17217 -0.26121 -0.43040
C -0.84712 -0.32196 0.67391
C 1.79742 1.12168 -0.06940
C -0.67608 0.77825 -0.39412
H -1.27567 0.11928 1.58195
H 2.61606 1.76415 0.24623
H -1.65776 -2.31751 0.89745
H -1.30434 -1.85557 -0.77268
H 0.13783 -0.70071 0.95503
H 3.21565 -0.54089 -0.18095
H -2.73965 -1.19785 0.04522
H -0.56800 0.30512 -1.37662
H 0.39937 2.65541 0.14205
H -1.56817 1.41444 -0.43163
```

Values from the calculation:
ΔE to the lowest compared entry with this formula, charge and spin: 13.29 kcal per mole
maximum force: 0.54 eV Å⁻¹
E_HOMO: -9.8 eV
LUMO level: 0.17 eV

Here is what Mulliken gives for the atomic charges, in e:
1 O -0.467
2 C -0.319
3 C -1.227
4 C -0.093
5 C -0.329
6 C -0.258
7 C -0.668
8 H 0.379
9 H 0.347
10 H 0.340
11 H 0.292
12 H 0.302
13 H 0.316
14 H 0.330
15 H 0.279
16 H 0.330
17 H 0.446



Computed, not measured: a cluster of 2 separate species, C7H9N5O4 in total in a non-equilibrium geometry, with ωB97M-V/def2-TZVPD.

The geometry in XYZ format:
```
25
Properties=species:S:1:pos:R:3
O 0.93650 2.68982 0.40342
O -0.39538 3.83039 -0.92690
O 1.07493 -2.68243 -1.04263
O -0.43524 -2.66276 -2.76787
N 0.32086 -2.03673 -1.75381
N 0.12846 2.75327 -0.55951
N -1.26569 -1.71378 -3.44481
N -1.60497 0.63199 -3.07194
N 0.15207 -0.17034 2.29810
C 0.37656 0.34282 -0.97002
C -0.55668 -1.40217 2.21818
C -0.21766 1.56462 -1.27495
C 0.00150 -0.68906 -1.79587
C 1.42487 -0.00921 2.91911
C -1.00288 -0.53298 -2.81958
C -1.19281 1.64957 -2.32217
H -0.24735 0.64399 1.82810
H 1.35589 -0.08233 4.01783
H 1.13586 0.24891 -0.21433
H 1.82952 0.98369 2.68418
H 2.12519 -0.77790 2.55107
H 0.05788 -2.17743 1.72827
H -1.65325 2.61966 -2.52277
H -0.87625 -1.75279 3.21312
H -1.47194 -1.26878 1.62577
```

Values from the calculation:
maximum force: 3.36 eV Å⁻¹
E_HOMO: -8.4 eV
LUMO level: -2.45 eV

Here is what Mulliken gives for the atomic charges, in e:
1 O -0.560
2 O -0.574
3 O -0.631
4 O -0.172
5 N 0.802
6 N 0.917
7 N -0.503
8 N -0.554
9 N -0.145
10 C -0.182
11 C -0.885
12 C -0.182
13 C 0.172
14 C -0.846
15 C 0.489
16 C -0.220
17 H 0.274
18 H 0.282
19 H 0.654
20 H 0.247
21 H 0.280
22 H 0.256
23 H 0.494
24 H 0.306
25 H 0.281



Computed, not measured: a cluster of 2 separate species, C5H12O in total in a non-equilibrium geometry, with ωB97M-V/def2-TZVPD.

The geometry in XYZ format:
```
18
Properties=species:S:1:pos:R:3
O 1.76484 0.16426 1.12731
C -2.23197 0.74636 0.09940
C -1.33224 -0.20008 -0.68264
C 2.25244 1.12392 0.21330
C -0.49156 -1.11715 0.16101
C 0.70510 -1.57176 -0.19978
H -0.98842 -1.56236 1.02505
H -0.71286 0.36750 -1.39160
H -1.63821 1.43839 0.70368
H 2.11196 2.12364 0.60973
H -2.85104 1.33020 -0.58818
H 3.33077 1.01561 0.02808
H 1.21708 -1.19906 -1.08819
H 1.23635 -2.33698 0.35632
H 0.80498 0.01839 1.00677
H 1.79881 1.10338 -0.78784
H -1.96292 -0.86594 -1.28069
H -2.89208 0.18415 0.77131
```

Values from the calculation:
ΔE to the lowest compared entry with this formula, charge and spin: 44.45 kcal per mole
maximum force: 1.06 eV Å⁻¹
E_HOMO: -9.1 eV
LUMO level: 1.05 eV

Here is what Mulliken gives for the atomic charges, in e:
1 O -0.536
2 C -1.131
3 C -0.132
4 C -0.605
5 C -0.544
6 C -0.477
7 H 0.324
8 H 0.211
9 H 0.308
10 H 0.272
11 H 0.333
12 H 0.271
13 H 0.275
14 H 0.213
15 H 0.399
16 H 0.219
17 H 0.295
18 H 0.305



Computed, not measured: a structure of composition C61H35ClI4N6O4TeTi in a non-equilibrium geometry, with ωB97M-V/def2-TZVPD.

The geometry in XYZ format:
```
113
Properties=species:S:1:pos:R:3
I -2.54461 -5.32171 -8.09831
I 9.23065 -2.98966 -1.76006
I -8.76456 -1.69657 4.00357
I -1.33233 -4.78043 6.99835
Te 2.16972 2.50092 -1.08893
Ti 0.18716 0.45150 -0.66885
Cl -1.21933 5.68999 2.68901
O -2.42251 5.32502 -1.51050
O -1.45391 6.57804 0.00451
O -0.61066 1.51537 -2.02369
O -2.14174 3.05737 -2.44731
N -0.75543 3.15938 2.41481
N -0.21969 2.04605 0.34295
N 1.51684 -0.27385 0.82687
N -1.91282 0.39192 2.04706
N 1.06030 -0.89831 -1.80068
N -1.88454 -0.71255 -1.05304
C 0.49842 -1.48846 -2.90814
C 5.25509 -2.32119 -0.14179
C -0.87351 -1.65355 -3.14586
C -3.19055 -0.71621 -0.58484
C -1.38109 2.48101 -1.67499
C 5.48931 -0.78325 -1.96417
C -2.62634 1.99989 0.24051
C 1.53715 -2.09539 -3.68585
C -1.01529 -2.07288 -5.63869
C -3.64322 -0.12709 0.60841
C 0.81246 -2.17888 4.25561
C 7.29164 -2.24120 -1.38320
C 3.20735 2.47366 -2.95521
C -1.74424 -2.26434 5.31777
C -0.81258 -3.23302 5.65391
C -4.06844 -1.28825 -1.56676
C -1.37692 2.77788 -0.14136
C -2.12408 -4.58079 -5.18141
C -4.78537 -0.53489 1.36406
C 2.41485 -1.16669 -1.83597
C 0.46872 -3.19149 5.13155
C -0.63956 3.11538 3.83612
C -0.67869 0.73437 2.30412
C -5.45678 -1.76212 1.18300
C -1.71540 2.66484 4.58825
C -1.37440 -2.87632 -6.71365
C -1.94031 -1.29981 -2.29710
C -1.76112 -3.76622 -4.12085
C 3.88040 1.39150 -5.01636
C 3.29050 -0.90624 -0.78214
C -1.09522 4.27134 1.70007
C -7.04210 -1.20412 2.88250
C -2.70781 0.92749 1.06745
C 4.83533 3.50577 -4.42499
C 0.57271 3.39752 4.45059
C -1.73200 5.46260 -0.38263
C 3.09732 1.42757 -3.87073
C 2.71297 -1.90319 -3.02215
C 2.81668 -0.23181 2.71485
C 6.54152 -2.78987 -0.35666
C -6.38068 -0.01156 3.13407
C 6.78346 -1.23221 -2.18109
C -3.30873 -1.60132 -2.64204
C 4.69801 -1.32809 -0.95151
C -0.10375 -1.17141 3.87785
C 3.66297 -0.39173 1.63921
C -5.27010 0.31205 2.38183
C -1.39007 -1.24261 4.45719
C 0.24543 -0.14694 2.92050
C 0.70966 3.22196 5.81824
C -6.57918 -2.08755 1.91931
C -0.07981 2.03094 1.74986
C 4.77057 2.42072 -5.29100
C 1.50359 -0.17760 2.21018
C -1.93678 -4.11518 -6.47212
C -0.35788 2.75127 6.56958
C -1.21836 -2.49483 -4.32812
C -1.37704 4.22835 0.37088
C 4.06179 3.53185 -3.27517
C -1.57108 2.47838 5.95442
C 2.84862 -0.48616 0.48679
H 3.80223 0.54802 -5.69461
H 3.07506 -0.11498 3.75565
H -2.12515 -0.49901 4.19481
H -2.40400 2.10996 6.54020
H -7.09137 -3.02539 1.75023
H 5.08763 0.01351 -2.57982
H 0.98383 2.08023 2.01649
H 6.94502 -3.58121 0.26037
H 5.39815 2.38475 -6.17386
H 7.38494 -0.79505 -2.96684
H 1.38710 -2.63838 -4.60352
H -3.44469 2.10753 -0.46367
H -3.64671 -1.96342 -3.59800
H -5.06701 -2.48431 0.47968
H 4.73971 -0.43679 1.64562
H -0.59294 -1.09211 -5.82005
H -2.65558 2.46030 4.09180
H -4.74922 1.24560 2.55798
H -1.90189 -4.11227 -3.10516
H -6.74162 0.66236 3.89950
H 5.49784 4.33539 -4.64693
H -0.24075 2.58041 7.63271
H -2.54792 -5.55825 -4.99525
H -5.14201 -1.32923 -1.48211
H 2.38543 0.63736 -3.68475
H -2.43505 4.38256 -1.83996
H -2.74983 -2.31221 5.71597
H 1.19290 -3.95242 5.39298
H 3.69019 -2.25817 -3.30512
H 1.40341 3.74960 3.85124
H 1.65688 3.43969 6.29591
H 1.80327 -2.16837 3.82484
H 4.65791 -2.75138 0.65130
H 4.11627 4.37840 -2.59942
H -1.22253 -2.52703 -7.72612
```

Values from the calculation:
ΔE to the lowest compared entry with this formula, charge and spin: 24.10 kcal per mole
maximum force: 1.89 eV Å⁻¹
E_HOMO (alpha / beta): -1.6 / -1.6 eV
charge: -2
LUMO level (alpha / beta): 2.58 / 2.62 eV

These are the Mulliken partial charges, in e, on atoms 1 to 99:
1 I 0.015
2 I 0.009
3 I -0.002
4 I -0.049
5 Te 0.426
6 Ti -0.784
7 Cl -0.205
8 O -0.637
9 O -0.669
10 O -0.010
11 O -0.841
12 N 1.006
13 N 0.153
14 N 1.243
15 N -0.154
16 N 1.274
17 N 0.862
18 C 0.831
19 C -0.410
20 C -0.110
21 C 0.044
22 C 0.017
23 C -0.089
24 C -1.308
25 C -1.802
26 C -0.111
27 C -0.304
28 C -0.648
29 C -0.108
30 C -0.042
31 C -0.841
32 C -0.085
33 C -1.560
34 C 2.148
35 C -0.741
36 C 0.905
37 C -0.394
38 C -0.921
39 C -1.567
40 C 0.767
41 C -0.365
42 C 0.424
43 C -0.714
44 C 1.008
45 C 0.186
46 C -0.307
47 C 1.299
48 C 1.193
49 C -0.044
50 C -0.544
51 C -0.476
52 C 0.129
53 C 0.128
54 C -0.071
55 C -1.434
56 C -1.158
57 C -0.765
58 C -0.830
59 C -0.690
60 C -1.547
61 C -0.526
62 C 1.049
63 C -1.332
64 C -0.252
65 C -0.240
66 C 0.510
67 C -0.855
68 C -0.852
69 C -1.717
70 C -0.661
71 C -0.408
72 C -0.074
73 C -0.489
74 C -0.495
75 C -0.842
76 C -0.797
77 C -0.689
78 C -0.400
79 H 0.417
80 H 0.651
81 H 0.420
82 H 0.402
83 H 0.376
84 H 0.369
85 H 0.913
86 H 0.372
87 H 0.351
88 H 0.425
89 H 0.511
90 H 0.633
91 H 0.572
92 H 0.623
93 H 0.740
94 H 0.570
95 H 0.234
96 H 0.334
97 H 0.507
98 H 0.397
99 H 0.350



Computed, not measured: a cluster of 9 separate species, C13H13Cl24N in total, with ωB97M-V/def2-TZVPD.

The geometry in XYZ format:
```
51
Properties=species:S:1:pos:R:3
Cl -5.17873 1.55548 -0.10160
Cl -2.33455 -4.91061 1.72018
Cl -1.26501 2.83366 -4.29366
Cl -3.53517 0.41602 4.22417
Cl 0.98176 -4.68968 0.00139
Cl 1.14294 -2.78546 3.16560
Cl 3.17720 1.76563 -2.49995
Cl 3.75168 -5.29182 -0.65668
Cl -3.24727 2.87736 2.68935
Cl -3.79738 3.70664 -1.47084
Cl 1.65962 -5.79142 -2.60616
Cl -4.07063 -2.59042 1.88031
Cl 4.77268 -0.19911 -3.89487
Cl 3.29827 -2.06523 0.37628
Cl 1.29209 4.19591 -4.47075
Cl -2.24559 -3.16942 4.04761
Cl 2.76280 -0.67525 4.34726
Cl 4.87592 2.58363 -4.70570
Cl -5.77921 2.14720 -2.90518
Cl -0.08769 -0.29912 3.97840
Cl 3.98274 0.73651 0.70133
Cl 5.96703 -1.14381 -0.28739
Cl -0.83109 5.31314 -2.83123
Cl -2.64982 2.85960 5.52608
N -1.00356 -0.82081 0.74503
C 4.56830 -0.92557 0.76534
C 2.07148 -5.76124 -0.88466
C 4.68187 1.45930 -3.34343
C -0.04181 -0.94697 -0.15814
C -0.44999 4.39815 -4.29191
C -3.65319 2.17519 4.24520
C 0.32617 0.07104 -1.02339
C -1.41313 1.39896 -0.03759
C -2.48733 -3.24213 2.31078
C -1.70492 0.30663 0.77224
C 1.36461 -1.01629 3.33596
C -0.37210 1.26080 -0.93921
C -4.54901 2.11815 -1.63681
H -4.68379 2.40649 4.47760
H -0.80943 4.96884 -5.13703
H 1.92467 -6.76660 -0.51486
H -0.12558 2.07856 -1.60875
H 5.50425 1.66013 -2.66959
H -1.92160 2.34655 0.05750
H 4.89770 -1.10802 1.78016
H 1.57643 -0.66788 2.33203
H -2.48099 0.35747 1.52739
H 1.10053 -0.05300 -1.76733
H -3.79258 1.41718 -1.96751
H 0.55697 -1.85146 -0.12309
H -1.72655 -2.64290 1.82013
```

Values from the calculation:
ΔE to the lowest compared entry with this formula, charge and spin: 0.00 kcal per mole
maximum force: 0.82 eV Å⁻¹
E_HOMO: -9.9 eV
LUMO level: 0.30 eV

Here is what Mulliken gives for the atomic charges, in e:
1 Cl -0.082
2 Cl -0.168
3 Cl -0.098
4 Cl -0.056
5 Cl -0.017
6 Cl -0.096
7 Cl -0.025
8 Cl -0.118
9 Cl -0.060
10 Cl -0.100
11 Cl -0.133
12 Cl -0.143
13 Cl -0.115
14 Cl 0.047
15 Cl -0.077
16 Cl -0.118
17 Cl -0.145
18 Cl -0.143
19 Cl -0.145
20 Cl -0.041
21 Cl -0.101
22 Cl -0.135
23 Cl -0.116
24 Cl -0.127
25 N 0.136
26 C -0.102
27 C -0.053
28 C -0.007
29 C -0.194
30 C -0.118
31 C -0.125
32 C -0.717
33 C -0.913
34 C 1.148
35 C 0.238
36 C 0.510
37 C -0.064
38 C 0.158
39 H 0.378
40 H 0.401
41 H 0.332
42 H 0.364
43 H 0.285
44 H 0.423
45 H 0.325
46 H -0.294
47 H 0.134
48 H 0.512
49 H 0.188
50 H 0.017
51 H -0.653



Please write out number 2 again, unchanged.
Computed, not measured: an isolated molecule of C6H10O, with ωB97M-V/def2-TZVPD.

The geometry in XYZ format:
```
17
Properties=species:S:1:pos:R:3
O 1.44601 -1.07881 -0.96228
C 0.54531 1.60422 -0.10757
C -1.69302 -1.48804 0.18382
C 2.17217 -0.26121 -0.43040
C -0.84712 -0.32196 0.67391
C 1.79742 1.12168 -0.06940
C -0.67608 0.77825 -0.39412
H -1.27567 0.11928 1.58195
H 2.61606 1.76415 0.24623
H -1.65776 -2.31751 0.89745
H -1.30434 -1.85557 -0.77268
H 0.13783 -0.70071 0.95503
H 3.21565 -0.54089 -0.18095
H -2.73965 -1.19785 0.04522
H -0.56800 0.30512 -1.37662
H 0.39937 2.65541 0.14205
H -1.56817 1.41444 -0.43163
```

Values from the calculation:
ΔE to the lowest compared entry with this formula, charge and spin: 13.29 kcal per mole
maximum force: 0.54 eV Å⁻¹
E_HOMO: -9.8 eV
LUMO level: 0.17 eV

Here is what Mulliken gives for the atomic charges, in e:
1 O -0.467
2 C -0.319
3 C -1.227
4 C -0.093
5 C -0.329
6 C -0.258
7 C -0.668
8 H 0.379
9 H 0.347
10 H 0.340
11 H 0.292
12 H 0.302
13 H 0.316
14 H 0.330
15 H 0.279
16 H 0.330
17 H 0.446



> The lowest maximum force belongs to which entry?

C6H10O



Repeat the sixth record exactly.
Computed, not measured: a cluster of 9 separate species, C13H13Cl24N in total, with ωB97M-V/def2-TZVPD.

The geometry in XYZ format:
```
51
Properties=species:S:1:pos:R:3
Cl -5.17873 1.55548 -0.10160
Cl -2.33455 -4.91061 1.72018
Cl -1.26501 2.83366 -4.29366
Cl -3.53517 0.41602 4.22417
Cl 0.98176 -4.68968 0.00139
Cl 1.14294 -2.78546 3.16560
Cl 3.17720 1.76563 -2.49995
Cl 3.75168 -5.29182 -0.65668
Cl -3.24727 2.87736 2.68935
Cl -3.79738 3.70664 -1.47084
Cl 1.65962 -5.79142 -2.60616
Cl -4.07063 -2.59042 1.88031
Cl 4.77268 -0.19911 -3.89487
Cl 3.29827 -2.06523 0.37628
Cl 1.29209 4.19591 -4.47075
Cl -2.24559 -3.16942 4.04761
Cl 2.76280 -0.67525 4.34726
Cl 4.87592 2.58363 -4.70570
Cl -5.77921 2.14720 -2.90518
Cl -0.08769 -0.29912 3.97840
Cl 3.98274 0.73651 0.70133
Cl 5.96703 -1.14381 -0.28739
Cl -0.83109 5.31314 -2.83123
Cl -2.64982 2.85960 5.52608
N -1.00356 -0.82081 0.74503
C 4.56830 -0.92557 0.76534
C 2.07148 -5.76124 -0.88466
C 4.68187 1.45930 -3.34343
C -0.04181 -0.94697 -0.15814
C -0.44999 4.39815 -4.29191
C -3.65319 2.17519 4.24520
C 0.32617 0.07104 -1.02339
C -1.41313 1.39896 -0.03759
C -2.48733 -3.24213 2.31078
C -1.70492 0.30663 0.77224
C 1.36461 -1.01629 3.33596
C -0.37210 1.26080 -0.93921
C -4.54901 2.11815 -1.63681
H -4.68379 2.40649 4.47760
H -0.80943 4.96884 -5.13703
H 1.92467 -6.76660 -0.51486
H -0.12558 2.07856 -1.60875
H 5.50425 1.66013 -2.66959
H -1.92160 2.34655 0.05750
H 4.89770 -1.10802 1.78016
H 1.57643 -0.66788 2.33203
H -2.48099 0.35747 1.52739
H 1.10053 -0.05300 -1.76733
H -3.79258 1.41718 -1.96751
H 0.55697 -1.85146 -0.12309
H -1.72655 -2.64290 1.82013
```

Values from the calculation:
ΔE to the lowest compared entry with this formula, charge and spin: 0.00 kcal per mole
maximum force: 0.82 eV Å⁻¹
E_HOMO: -9.9 eV
LUMO level: 0.30 eV

Here is what Mulliken gives for the atomic charges, in e:
1 Cl -0.082
2 Cl -0.168
3 Cl -0.098
4 Cl -0.056
5 Cl -0.017
6 Cl -0.096
7 Cl -0.025
8 Cl -0.118
9 Cl -0.060
10 Cl -0.100
11 Cl -0.133
12 Cl -0.143
13 Cl -0.115
14 Cl 0.047
15 Cl -0.077
16 Cl -0.118
17 Cl -0.145
18 Cl -0.143
19 Cl -0.145
20 Cl -0.041
21 Cl -0.101
22 Cl -0.135
23 Cl -0.116
24 Cl -0.127
25 N 0.136
26 C -0.102
27 C -0.053
28 C -0.007
29 C -0.194
30 C -0.118
31 C -0.125
32 C -0.717
33 C -0.913
34 C 1.148
35 C 0.238
36 C 0.510
37 C -0.064
38 C 0.158
39 H 0.378
40 H 0.401
41 H 0.332
42 H 0.364
43 H 0.285
44 H 0.423
45 H 0.325
46 H -0.294
47 H 0.134
48 H 0.512
49 H 0.188
50 H 0.017
51 H -0.653